{
  "formula": "C4H12N2O2",
  "method": "ωB97M-V/def2-TZVPD",
  "e_tot_ha": -419.50288,
  "e_above_lowest_kj_mol": 382.27,
  "charge": 0,
  "orbital_gap_ev": 9.6,
  "e_lumo_ha": 0.0315,
  "largest_force_ev_per_a": 5.3,
  "symbols": ["O", "O", "N", "N", "C", "C", "C", "C", "H", "H", "H", "H", "H", "H", "H", "H", "H", "H", "H", "H"],
  "positions_angstrom": [[-1.603, 1.445, -0.984], [-1.512, -0.605, -1.969], [0.892, -0.446, 0.785], [0.668, 0.586, 1.725], [0.484, 0.005, -0.551], [-1.207, 0.096, -0.777], [2.445, -0.481, 0.267], [-1.973, -0.457, 0.404], [-2.972, -0.795, 0.110], [0.825, 1.552, 1.438], [2.884, 0.197, -0.471], [3.032, -0.314, 1.175], [2.600, -1.516, -0.045], [-1.022, 1.797, -1.675], [-2.115, 0.280, 1.200], [0.746, -0.721, -1.324], [0.959, 0.321, 2.663], [-2.481, -0.660, -2.026], [0.795, 1.035, -0.777], [-1.445, -1.321, 0.833]],
  "lowdin_charge": [-0.02, -0.01, -0.19, 0.00, -0.15, -0.57, -0.07, -0.03, 0.08, 0.09, 0.07, 0.06, 0.07, 0.09, 0.08, 0.12, 0.09, 0.10, 0.11, 0.09]
}

---

{
  "formula": "C18H20ClO7V",
  "method": "ωB97M-V/def2-TZVPD",
  "e_tot_ha": -2628.58909,
  "e_above_lowest_kj_mol": 0.00,
  "multiplicity": 2,
  "charge": -1,
  "orbital_gap_ev": [5.9, 5.2],
  "e_lumo_ha": [0.1037, 0.1038],
  "largest_force_ev_per_a": 1.0,
  "symbols": ["V", "Cl", "O", "O", "O", "O", "O", "O", "O", "C", "C", "C", "C", "C", "C", "C", "C", "C", "C", "C", "C", "C", "C", "C", "C", "C", "C", "H", "H", "H", "H", "H", "H", "H", "H", "H", "H", "H", "H", "H", "H", "H", "H", "H", "H", "H", "H"],
  "positions_angstrom": [[-2.485, 0.094, -0.213], [-4.956, 0.359, -1.210], [-1.765, -0.138, 1.577], [-0.483, -1.508, 2.810], [-3.765, -0.241, -1.889], [-0.497, -0.674, -0.635], [-5.172, 1.696, -1.648], [-4.532, 0.344, 0.229], [-6.103, -0.459, -1.403], [0.315, -4.675, -0.804], [3.639, 1.450, 0.872], [-0.763, -0.943, 1.772], [2.492, -0.398, -0.147], [-1.441, 4.109, -0.218], [0.553, -2.585, 0.374], [1.200, -5.283, 0.072], [1.479, 0.769, 1.687], [0.189, -1.118, 0.555], [-0.009, -3.330, -0.654], [1.424, -0.241, 0.734], [-0.788, 2.743, -0.412], [-1.682, 1.794, -1.244], [1.431, -3.203, 1.260], [2.583, 1.608, 1.756], [1.755, -4.542, 1.109], [3.593, 0.443, -0.084], [0.603, 2.916, -1.015], [-0.047, 0.094, -1.017], [4.412, 0.314, -0.780], [-1.576, 4.602, -1.186], [1.247, 3.547, -0.393], [-0.131, -5.244, -1.610], [0.524, 3.373, -2.007], [-2.558, 2.355, -1.592], [2.610, 2.395, 2.499], [-0.703, -2.856, -1.332], [1.122, 1.959, -1.140], [1.453, -6.330, -0.047], [1.852, -2.630, 2.076], [2.440, -5.009, 1.805], [-2.429, 4.003, 0.238], [-1.152, 1.511, -2.179], [2.457, -1.190, -0.887], [0.656, 0.910, 2.377], [-0.647, 2.335, 0.600], [4.495, 2.112, 0.923], [-0.840, 4.765, 0.422]],
  "mulliken_spin": [1.03, -0.01, 0.00, 0.00, 0.01, 0.01, 0.00, 0.00, 0.00, 0.00, 0.00, -0.02, 0.00, 0.00, 0.00, 0.00, 0.00, 0.02, -0.01, -0.01, 0.01, -0.02, 0.00, 0.00, 0.00, 0.00, 0.00, 0.00, 0.00, 0.00, 0.00, 0.00, 0.00, 0.00, 0.00, -0.01, 0.00, 0.00, 0.00, 0.00, 0.00, 0.00, 0.00, 0.00, 0.00, 0.00, 0.00]
}

---

{
  "formula": "C3H3F2NO",
  "method": "ωB97M-V/def2-TZVPD",
  "e_tot_ha": -445.77981,
  "e_above_lowest_kj_mol": 125.22,
  "charge": 0,
  "orbital_gap_ev": 10.8,
  "e_lumo_ha": -0.0286,
  "largest_force_ev_per_a": 3.3,
  "symbols": ["F", "F", "O", "N", "C", "C", "C", "H", "H", "H"],
  "positions_angstrom": [[0.027, -2.148, -0.742], [-0.365, 1.078, 1.781], [0.051, 1.462, -1.558], [2.155, -0.633, 0.214], [-0.849, 0.815, 0.529], [0.187, 0.872, -0.528], [1.283, -0.033, -0.178], [0.721, -2.732, -0.595], [-1.733, 1.409, 0.425], [-1.477, -0.090, 0.652]],
  "lowdin_charge": [-0.05, -0.01, 0.17, 0.20, -0.16, -0.36, -0.14, 0.08, 0.12, 0.15]
}